# 1
49
Properties=species:S:1:pos:R:3:nbo_charge:R:1 method="wB97M-V/def2-TZVPD" e_lumo_ev=-8.163 e_homo_ev=-13.010 charge=+2 relative_energy_ev=0.000
Pt -1.098 -1.196 0.293 1.1450
N 3.303 5.452 -1.712 -0.7515
C 2.701 4.431 -1.066 0.2360
C 1.363 4.550 -0.630 -0.2539
C 0.750 3.518 0.034 -0.1595
C 1.451 2.330 0.256 -0.4120
C 2.773 2.191 -0.162 -0.1734
C 3.392 3.228 -0.820 -0.2695
S 0.721 1.070 1.181 2.2891
O 1.405 -0.186 0.937 -0.9737
O 0.444 1.450 2.527 -0.8819
N -0.804 0.814 0.415 -0.8254
C -1.886 0.989 1.270 0.5694
N -2.480 -0.217 1.408 -0.5142
C -3.593 -0.338 2.141 0.1071
C -4.087 0.784 2.762 -0.2862
C -3.384 1.983 2.594 0.1585
N -2.291 2.090 1.845 -0.4113
H 2.833 6.329 -1.843 0.4090
H 4.272 5.403 -1.967 0.4082
H 0.827 5.472 -0.810 0.2315
H -0.268 3.629 0.388 0.2418
H 3.313 1.277 0.051 0.2387
H 4.423 3.133 -1.133 0.2295
H -4.061 -1.310 2.211 0.2318
H -4.988 0.741 3.356 0.2676
H -3.722 2.891 3.078 0.2381
Cl 3.976 -3.268 -2.285 0.1754
C 2.433 -2.603 -2.089 0.0955
C 2.296 -1.208 -2.027 -0.2684
C 1.055 -0.667 -1.861 0.0390
C -0.102 -1.506 -1.766 -0.3005
C -1.418 -0.934 -1.755 -0.2663
C 0.079 -2.924 -1.862 -0.0602
C 1.325 -3.464 -2.002 -0.2806
H 3.173 -0.582 -2.109 0.2636
H 0.930 0.408 -1.813 0.2439
H -2.265 -1.554 -2.027 0.2457
H -1.522 0.121 -1.978 0.2596
H -0.793 -3.566 -1.851 0.2432
H 1.468 -4.532 -2.081 0.2654
S -0.479 -5.352 1.904 0.6245
C -2.161 -5.114 1.727 -0.4107
C -2.410 -3.910 1.161 -0.0505
N -1.273 -3.192 0.867 -0.5366
C -0.180 -3.848 1.206 -0.1613
H -2.873 -5.859 2.040 0.2878
H -3.382 -3.507 0.924 0.2390
H 0.815 -3.446 1.076 0.2638


# 2
46
Properties=species:S:1:pos:R:3:nbo_charge:R:1 method="wB97M-V/def2-TZVPD" e_lumo_ev=1.548 e_homo_ev=-2.996 charge=-1 relative_energy_ev=0.000
C 2.340 -0.257 -0.830 -0.6642
C 2.634 -0.141 0.665 0.5314
C 4.057 -0.567 0.965 -0.6255
O 2.491 1.228 1.107 -0.5249
C 1.246 1.707 1.403 0.7899
O 1.109 2.878 1.685 -0.5839
C 0.120 0.743 1.380 -0.4136
C -1.083 1.273 1.749 0.0760
C -2.357 0.834 1.254 -0.0561
C -2.500 -0.183 0.269 -0.1374
C -3.766 -0.565 -0.181 -0.2413
C -4.913 0.091 0.291 -0.1778
C -4.779 1.142 1.217 -0.2349
C -3.526 1.491 1.696 -0.1432
C 0.412 -0.711 1.372 0.7887
O -0.387 -1.622 1.411 -0.5582
O 1.765 -1.006 1.427 -0.5306
H 1.348 0.138 -1.102 0.2269
H 3.104 0.310 -1.377 0.2193
H 2.427 -1.312 -1.130 0.2247
H 4.276 -0.424 2.016 0.2348
H 4.183 -1.612 0.707 0.2211
H 4.739 0.024 0.367 0.2145
H -1.067 2.228 2.259 0.2485
H -1.614 -0.671 -0.141 0.2253
H -3.831 -1.388 -0.905 0.2103
H -5.894 -0.230 -0.068 0.2082
H -5.646 1.684 1.587 0.2159
H -3.405 2.300 2.415 0.2276
Cl -1.147 -0.769 4.184 -0.0499
C -1.252 0.557 5.216 -0.9494
S -2.510 0.556 6.472 2.1206
C -1.987 -0.081 8.099 -0.3058
C -2.387 -1.357 8.507 -0.2069
C -2.115 -1.806 9.808 -0.2245
C -1.427 -0.987 10.716 -0.2357
C -0.991 0.276 10.289 -0.2467
C -1.273 0.729 8.991 -0.1476
O -2.789 1.958 6.728 -0.9865
O -3.576 -0.341 6.105 -0.9932
H -0.309 0.933 5.619 0.1903
H -2.937 -2.005 7.828 0.2407
H -2.446 -2.799 10.131 0.2011
H -1.228 -1.331 11.743 0.2003
H -0.437 0.914 10.991 0.2004
H -0.948 1.725 8.693 0.2214


# 3
42
Properties=species:S:1:pos:R:3:nbo_charge:R:1 method="wB97M-V/def2-TZVPD" e_lumo_ev=-6.272 e_homo_ev=-9.916 charge=+1 relative_energy_ev=0.473
F -4.296 5.073 -1.619 -0.2926
C -4.033 3.744 -1.575 0.3942
C -5.078 2.833 -1.554 -0.1445
C -4.816 1.478 -1.500 -0.2163
C -3.519 1.027 -1.453 -0.0776
C -2.423 1.922 -1.463 -0.1671
C -1.120 1.359 -1.401 0.1793
C 0.186 1.919 -1.438 -0.1789
C 1.279 1.020 -1.475 -0.0669
C 2.576 1.468 -1.526 -0.2152
C 2.842 2.824 -1.538 -0.1405
C 1.802 3.738 -1.486 0.3927
F 2.069 5.067 -1.479 -0.2932
C 0.500 3.294 -1.434 -0.1737
C -2.732 3.296 -1.541 -0.1756
H -6.089 3.201 -1.579 0.2552
H -5.634 0.774 -1.496 0.2486
H -3.327 -0.032 -1.414 0.2284
H -1.122 0.284 -1.309 0.2356
H 1.083 -0.040 -1.460 0.2370
H 3.391 0.763 -1.563 0.2513
H 3.854 3.190 -1.580 0.2550
H -0.257 4.043 -1.347 0.2274
H -1.969 4.043 -1.586 0.2289
C 3.923 -3.596 3.982 -0.2516
O 3.663 -3.911 2.635 -0.4953
C 2.416 -3.484 2.140 0.2557
C 2.156 -3.742 0.796 -0.2144
C 0.972 -3.367 0.209 -0.2633
C -0.011 -2.704 0.942 0.1381
N -1.219 -2.322 0.338 -0.8482
C 0.246 -2.443 2.289 -0.2574
C 1.434 -2.821 2.875 -0.2297
H 4.926 -3.942 4.240 0.2062
H 3.879 -2.517 4.131 0.1705
H 3.204 -4.105 4.624 0.1756
H 2.913 -4.261 0.234 0.2290
H 0.788 -3.586 -0.828 0.2072
H -2.021 -2.127 0.920 0.3818
H -1.528 -2.806 -0.493 0.3805
H -0.510 -1.940 2.867 0.2060
H 1.601 -2.616 3.916 0.2179